Computed, not measured: a molecular structure, C10H13CrN2O5S in a non-equilibrium geometry, with ωB97M-V/def2-TZVPD.

```
32
Properties=species:S:1:pos:R:3:mulliken_charge:R:1
O -0.4358 -0.8378 3.4613 -0.106
C -0.1962 -0.7543 2.3368 0.206
Cr -0.0236 0.0577 -0.1508 0.067
C -0.1040 0.9399 -1.8363 0.513
O -0.1920 1.5651 -2.8036 -0.150
C 1.1898 -1.3730 -1.0275 0.307
O 1.8630 -1.9918 -1.8186 -0.263
C -1.4280 -1.1883 -0.7146 0.426
O -2.1042 -2.0231 -1.1387 -0.124
C 1.7846 0.7796 0.1453 0.440
O 2.9065 1.0472 0.2096 -0.128
H 0.7589 -1.4695 0.3914 0.241
C 0.2820 2.9753 2.6896 -0.992
N -1.0695 2.5366 3.0896 0.097
C -1.3339 2.6149 4.5363 -0.918
C -1.8386 1.9346 2.2068 0.521
S -1.2875 1.8591 0.5503 -0.339
N -3.0498 1.3525 2.4758 0.127
C -3.7437 1.4702 3.7471 -0.924
C -3.7161 0.5827 1.4234 -0.900
H 0.6912 3.5661 3.5035 0.375
H 0.2111 3.6190 1.8011 0.412
H 0.9773 2.1439 2.4849 0.224
H -2.2099 3.2577 4.7211 0.341
H -1.4326 1.6135 4.9991 0.319
H -0.4739 3.1142 4.9890 0.332
H -3.8958 2.5262 4.0125 0.356
H -4.7384 1.0304 3.5866 0.313
H -3.2532 0.8931 4.5509 0.328
H -3.8563 1.2016 0.5283 0.410
H -3.1890 -0.3443 1.1511 0.163
H -4.7009 0.3121 1.8071 0.324
```

Output
Orbital gap (alpha / beta) (eV): 8.20 / 6.03
<S²>: 3.806
E_LUMO (alpha / beta) (eV): -8.05 / -10.25
Total charge: +2
2S+1: 4

---

Computed, not measured: a molecular structure, C10H13InNO5 in a non-equilibrium geometry, with ωB97M-V/def2-TZVPD.

```
30
Properties=species:S:1:pos:R:3:mulliken_charge:R:1
In 0.4558 0.9261 -1.5986 1.250
O -3.2488 0.2740 -2.3880 -0.029
C -2.1025 0.2397 -2.2715 0.263
C 2.1948 1.2050 0.2140 0.259
O 2.5272 1.4653 1.2808 -0.011
C -0.8245 2.4417 0.0001 0.235
O -1.1132 2.8632 1.0266 -0.021
C 2.2432 -0.9365 -2.7364 0.186
O 3.1012 -1.4542 -3.3105 0.004
C 0.7028 2.8862 -3.4178 -0.586
H 0.7040 2.1136 -4.2079 0.457
H -0.2091 3.5009 -3.3350 0.392
C 1.8372 3.2315 -2.7734 -0.320
H 1.8784 4.1222 -2.1268 0.311
H 2.7973 2.7388 -2.9976 0.362
C -1.0931 -2.9245 2.6775 -0.857
N -0.7745 -1.5406 2.3119 0.036
C -0.6559 -0.6479 3.4370 -0.761
C -0.5365 -1.0728 1.0758 0.844
C -0.5762 -1.9751 -0.1247 -1.057
O -0.1873 0.1553 0.9528 -0.630
H -1.1995 -2.9612 3.7719 0.286
H -0.2833 -3.6196 2.3875 0.372
H -2.0433 -3.2644 2.2273 0.363
H 0.3512 -0.2391 3.5551 0.305
H -1.3430 0.2044 3.3996 0.302
H -0.8917 -1.2255 4.3450 0.310
H -1.1078 -1.4186 -0.9091 0.110
H 0.4607 -2.1267 -0.4691 0.198
H -1.0638 -2.9614 0.0035 0.429
```

Output
Orbital gap (eV): 4.27
E_LUMO (eV): -15.20
Total charge: +3
2S+1: 1

---

The relative energy (zero: lowest compared OMol25 entry of this formula, charge and spin) results, record by record, are as follows: 0.0; 0.0 kJ/mol.